13
Properties=species:S:1:pos:R:3:nbo_charge:R:1 method="wB97M-V/def2-TZVPD" de_lowest_ev=0.583 energy_ha=-452.46141 e_homo_ev="-10.269 / -9.297" gap_ev="10.6 / 5.1" spin_multiplicity=2
O 0.109 -0.162 2.608 -0.5330
C 0.316 -0.053 1.377 0.6921
N 1.524 0.221 0.801 -0.7965
C -1.043 -0.133 0.460 -0.2859
N -0.560 -0.647 -0.720 -0.4814
C -0.204 0.280 -1.813 0.7948
O 0.262 -0.193 -2.837 -0.4943
O -0.181 1.465 -1.495 -0.6790
H 1.567 -0.020 -0.144 0.4088
H 2.415 0.505 1.307 0.4402
H -1.318 0.960 0.459 0.2970
H -1.766 -0.756 0.897 0.2298
H -1.121 -1.467 -0.900 0.4075

---

14
Properties=species:S:1:pos:R:3:nbo_charge:R:1 method="wB97M-V/def2-TZVPD" de_lowest_ev=6.534 energy_ha=-527.62197 total_charge=-1 e_homo_ev=-4.217 gap_ev=8.3 spin_multiplicity=1
C -0.532 -0.041 0.539 0.0118
C 1.122 -0.027 -1.306 -0.5849
C 0.899 0.399 0.142 -0.4367
N -0.657 -0.807 1.682 0.4809
N -1.533 0.537 -0.177 0.4857
O -1.765 -1.346 1.832 -0.4787
O 0.288 -1.050 2.450 -0.5100
O -1.205 1.497 -0.900 -0.5475
O -2.642 0.117 -0.203 -0.4285
H 0.692 -1.190 -1.475 0.1688
H 0.478 0.451 -1.996 0.2240
H 2.117 0.015 -1.547 0.1834
H 1.013 1.503 0.175 0.2072
H 1.725 -0.058 0.785 0.2245